Entry from OMol25: the molecule C6H12NO at a distorted geometry (the ωB97M-V functional and the def2-TZVPD basis).

Each atom is followed by the atoms it is bonded to, with distances in Å.
Cartesian coordinates (Å):
1 C 0.7138 -1.7265 1.1821  N2 1.485, H9 1.089, H10 1.093, H11 1.087
2 N 0.4559 -0.2837 1.4235  C1 1.485, C3 1.496, H12 1.013
3 C -0.6333 0.1579 0.4972  N2 1.496, C4 1.533, C7 1.596, H13 1.089
4 C -0.0125 0.9153 -0.6826  C3 1.533, C5 1.512, H14 1.096, H15 1.096
5 C 0.9720 0.0855 -1.4746  C4 1.512, C6 1.317, H16 1.085
6 C 0.9097 -0.0652 -2.7812  C5 1.317, H17 1.082, H18 1.089
7 C -1.6040 1.1667 1.2636  C3 1.596, O8 1.331, H19 1.100, H20 1.105
8 O -1.9987 0.5518 2.3757  C7 1.331
9 H 1.1825 -2.1693 2.0596  C1 1.089
10 H 1.4706 -1.8578 0.4042  C1 1.093
11 H -0.1388 -2.2924 0.8158  C1 1.087
12 H -0.0511 -0.2416 2.2992  N2 1.013
13 H -1.3056 -0.6247 0.1499  C3 1.089
14 H 0.5443 1.7949 -0.3382  C4 1.096
15 H -0.7233 1.3487 -1.3957  C4 1.096
16 H 1.8601 -0.1520 -0.8976  C5 1.085
17 H 1.6462 -0.5276 -3.4247  C6 1.082
18 H 0.0928 0.3839 -3.3443  C6 1.089
19 H -1.0014 2.0835 1.3392  C7 1.100
20 H -2.3791 1.4524 0.5290  C7 1.105

Its largest force on an atom is 2.20 eV/A. Its total energy is -9950.601 eV. The spin multiplicity is 2. Its charge is 0. The value obtained for the frontier orbital gap (alpha / beta) is 10.7 / 7.7 eV. The relative energy (zero: lowest compared OMol25 entry of this formula, charge and spin) comes out at 120.4 kJ/mol.

=====

Entry from OMol25: the molecule C7H12O at a distorted geometry (the ωB97M-V functional and the def2-TZVPD basis).

Each atom is followed by the atoms it is bonded to, with distances in Å.
Cartesian coordinates (Å):
1 C -0.7978 -0.1226 0.3526  C3 1.507, C6 1.455, O8 1.300
2 C -2.3972 0.3802 -1.3123  O8 1.298, H9 1.074, H10 1.073
3 C -0.7793 -0.7558 1.7205  C1 1.507, H12 1.090, H13 1.086, H14 1.089
4 C 0.2681 1.8449 -0.8292  C6 1.515, H15 1.090, H16 1.087, H17 1.088
5 C 1.9371 -1.4939 0.2791  C7 1.493, H18 1.089, H19 1.086, H20 1.091
6 C 0.4007 0.4597 -0.2307  C1 1.455, C4 1.515, C7 1.340
7 C 1.6114 -0.1138 -0.1874  C5 1.493, C6 1.340, H11 1.082
8 O -1.9939 -0.0299 -0.1492  C1 1.300, C2 1.298
9 H -1.7338 0.7213 -2.0844  C2 1.074
10 H -3.4568 0.3300 -1.4719  C2 1.073
11 H 2.4561 0.4560 -0.5527  C7 1.082
12 H -0.7925 -1.8446 1.6693  C3 1.090
13 H 0.1064 -0.4449 2.2656  C3 1.086
14 H -1.6645 -0.4442 2.2736  C3 1.089
15 H 0.3088 1.8147 -1.9178  C4 1.090
16 H -0.6637 2.3185 -0.5293  C4 1.087
17 H 1.0931 2.4667 -0.4872  C4 1.088
18 H 2.6878 -1.9351 -0.3753  C5 1.089
19 H 1.0573 -2.1299 0.2787  C5 1.086
20 H 2.3530 -1.4772 1.2878  C5 1.091

Its largest force on an atom is 1.88 eV/A. Its total energy is -9497.404 eV. The spin multiplicity is 1. Its charge is 0. The value obtained for the frontier orbital gap (alpha / beta) is 7.8 / 7.5 eV. The relative energy (zero: lowest compared OMol25 entry of this formula, charge and spin) comes out at 329.5 kJ/mol.

=====

Entry from OMol25: a cluster of 2 separate species, C5H16NO in total at a distorted geometry (the ωB97M-V functional and the def2-TZVPD basis).

Each atom is followed by the atoms it is bonded to, with distances in Å.
Cartesian coordinates (Å):
1 C 0.2293 1.1675 -0.8897  C2 1.539, N6 1.592, H7 1.083, H8 1.088
2 C 0.3086 0.4791 0.4843  C1 1.539, C3 1.537, H9 1.104, H10 1.091
3 C 1.2299 -0.7427 0.6284  C2 1.537, C4 1.538, C5 1.542, H11 1.106
4 C 2.6552 -0.2110 0.3989  C3 1.538, H12 1.099, H13 1.095, H14 1.088
5 C 1.0402 -1.3794 2.0200  C3 1.542, H15 1.089, H16 1.089, H17 1.105
6 N -1.0208 0.5013 -1.6157  C1 1.592, H18 1.017, H19 1.023, H20 1.020
7 H 1.0989 1.0513 -1.5247  C1 1.083
8 H -0.1148 2.1796 -0.6872  C1 1.088
9 H -0.7507 0.3939 0.7846  C2 1.104
10 H 0.6786 1.1713 1.2428  C2 1.091
11 H 1.0570 -1.4727 -0.1839  C3 1.106
12 H 3.4180 -0.9980 0.4743  C4 1.099
13 H 2.9773 0.4463 1.2134  C4 1.095
14 H 2.8008 0.2688 -0.5668  C4 1.088
15 H 0.0808 -1.2649 2.5229  C5 1.089
16 H 1.1685 -2.4439 1.8283  C5 1.089
17 H 1.8660 -0.9559 2.6191  C5 1.105
18 H -0.7543 -0.3182 -2.1552  N6 1.017
19 H -1.7295 0.3040 -0.9053  N6 1.023
20 H -1.4962 1.2215 -2.1602  N6 1.020
21 H -4.8735 0.9910 -1.1161  O23 0.955
22 H -5.3207 -0.4909 -1.1696  O23 0.976
23 O -4.5485 0.1021 -1.2425  H21 0.955, H22 0.976

Its largest force on an atom is 2.10 eV/A. Its total energy is -8975.394 eV. The spin multiplicity is 1. Its charge is +1. The value obtained for the frontier orbital gap is 11.4 eV. The relative energy (zero: lowest compared OMol25 entry of this formula, charge and spin) comes out at 108.1 kJ/mol.

=====

Entry from OMol25: a cluster of 7 separate species, C12H38IO6S8 in total (the ωB97M-V functional and the def2-TZVPD basis).

Each atom is followed by the atoms it is bonded to, with distances in Å.
Cartesian coordinates (Å):
1 S -2.4076 4.4275 -0.5435  S2 2.105, H4 1.359
2 S -4.3667 4.9404 -1.1170  S1 2.105, I3 2.400, H5 1.384
3 I -4.6698 7.1997 -0.3666  S2 2.400
4 H -1.8108 5.6480 -0.5905  S1 1.359
5 H -5.1390 4.1481 -0.2847  S2 1.384
6 C -0.6926 1.8584 -2.5207  S7 1.804, H10 1.088, H11 1.091, H12 1.091
7 S -0.2694 0.1303 -2.8177  C6 1.804, O8 1.487, C9 1.798
8 O 0.7573 -0.2420 -1.8091  S7 1.487
9 C 0.5870 0.4079 -4.3739  S7 1.798, H13 1.090, H14 1.090, H15 1.088
10 H -1.2043 1.9091 -1.5623  C6 1.088
11 H 0.2157 2.4620 -2.4872  C6 1.091
12 H -1.3558 2.2114 -3.3116  C6 1.091
13 H 1.4129 1.1027 -4.2193  C9 1.090
14 H -0.1142 0.8032 -5.1089  C9 1.090
15 H 0.9695 -0.5520 -4.7145  C9 1.088
16 C 1.6584 -3.6783 -1.2021  S17 1.795, H20 1.084, H21 1.091, H22 1.089
17 S 0.5618 -5.0391 -1.6117  C16 1.795, O18 1.493, C19 1.802
18 O 0.1968 -4.8856 -3.0511  S17 1.493
19 C -0.8360 -4.4306 -0.6514  S17 1.802, H23 1.091, H24 1.090, H25 1.088
20 H 2.5918 -3.8290 -1.7319  C16 1.084
21 H 1.2077 -2.7317 -1.5058  C16 1.091
22 H 1.8526 -3.6800 -0.1304  C16 1.089
23 H -1.1125 -3.4340 -0.9973  C19 1.091
24 H -0.5641 -4.4065 0.4039  C19 1.090
25 H -1.6684 -5.1161 -0.7986  C19 1.088
26 C -4.3075 3.2431 3.2373  S27 1.796, H30 1.090, H31 1.092, H32 1.087
27 S -5.4680 1.9447 2.7976  C26 1.796, O28 1.502, C29 1.793
28 O -5.8845 2.1925 1.3754  S27 1.502
29 C -6.8039 2.5169 3.8474  S27 1.793, H33 1.090, H34 1.089, H35 1.088
30 H -3.4028 3.0957 2.6466  C26 1.090
31 H -4.7452 4.2180 3.0133  C26 1.092
32 H -4.0715 3.1742 4.2958  C26 1.087
33 H -7.0778 3.5346 3.5687  C29 1.090
34 H -6.4763 2.4824 4.8853  C29 1.089
35 H -7.6523 1.8515 3.6987  C29 1.088
36 C -4.7227 4.5060 8.7407  S37 1.796, H40 1.088, H41 1.090, H42 1.090
37 S -5.4983 4.8145 7.1500  C36 1.796, O38 1.495, C39 1.798
38 O -4.9124 3.8335 6.1852  S37 1.495
39 C -4.6910 6.3915 6.8432  S37 1.798, H43 1.090, H44 1.089, H45 1.088
40 H -5.0613 3.5348 9.0948  C36 1.088
41 H -3.6393 4.4993 8.6244  C36 1.090
42 H -5.0286 5.2786 9.4456  C36 1.090
43 H -3.6093 6.2583 6.8559  C39 1.090
44 H -4.9970 7.1067 7.6060  C39 1.089
45 H -5.0084 6.7461 5.8645  C39 1.088
46 C 5.1856 -6.8190 -2.7740  S47 1.798, H50 1.088, H51 1.090, H52 1.090
47 S 5.1374 -6.2926 -1.0554  C46 1.798, O48 1.493, C49 1.795
48 O 3.8992 -5.4740 -0.8917  S47 1.493
49 C 6.4968 -5.1268 -1.1796  S47 1.795, H53 1.089, H54 1.089, H55 1.088
50 H 4.3707 -7.5226 -2.9312  C46 1.088
51 H 5.0577 -5.9544 -3.4252  C46 1.090
52 H 6.1379 -7.3096 -2.9741  C46 1.090
53 H 6.2674 -4.3822 -1.9401  C49 1.089
54 H 7.4145 -5.6549 -1.4360  C49 1.089
55 H 6.6159 -4.6395 -0.2137  C49 1.088
56 C 6.6039 -1.1616 -5.4903  S57 1.800, H60 1.088, H61 1.090, H62 1.090
57 S 6.9010 -1.5791 -3.7651  C56 1.800, O58 1.489, C59 1.802
58 O 7.7097 -2.8288 -3.7460  S57 1.489
59 C 5.1999 -2.0486 -3.4009  S57 1.802, H63 1.091, H64 1.090, H65 1.088
60 H 7.5549 -0.8731 -5.9329  C56 1.088
61 H 6.2027 -2.0297 -6.0133  C56 1.090
62 H 5.9066 -0.3254 -5.5447  C56 1.090
63 H 4.8900 -2.8538 -4.0678  C59 1.091
64 H 4.5502 -1.1817 -3.5221  C59 1.090
65 H 5.1558 -2.3893 -2.3683  C59 1.088

Its largest force on an atom is 0.67 eV/A. Its total energy is -120114.955 eV. The spin multiplicity is 1. Its charge is +1. The value obtained for the frontier orbital gap is 3.0 eV.

=====

Entry from OMol25: the molecule C17H24N4O at a distorted geometry (the ωB97M-V functional and the def2-TZVPD basis).

Each atom is followed by the atoms it is bonded to, with distances in Å.
Cartesian coordinates (Å):
1 C -6.6816 -1.7007 0.4294  C2 1.595, H23 1.117, H24 1.126, H25 1.115
2 C -5.5747 -2.5142 -0.3819  C1 1.595, C3 1.572, H26 1.118, H27 1.116
3 C -4.7490 -3.3278 0.6801  C2 1.572, C4 1.576, H28 1.116, H29 1.127
4 C -3.5857 -4.2044 0.0785  C3 1.576, C5 1.572, H30 1.128, H31 1.117
5 C -2.1570 -3.5491 0.1206  C4 1.572, C6 1.569, H32 1.124, H33 1.129
6 C -1.7669 -2.8685 1.4797  C5 1.569, C7 1.601, H34 1.125, H35 1.115
7 C -0.2881 -2.2805 1.3050  C6 1.601, C8 1.569, H36 1.114, H37 1.116
8 C -0.2890 -0.8191 1.8756  C7 1.569, C9 1.581, H38 1.125, H39 1.120
9 C 0.9817 0.0186 1.4493  C8 1.581, N10 1.352, N22 1.347
10 N 1.0546 1.2504 2.0030  C9 1.352, N11 1.315
11 N 2.1180 1.9484 1.6695  N10 1.315, C12 1.349
12 C 2.9378 1.3420 0.7865  N11 1.349, C13 1.580, N21 1.345
13 C 4.1947 2.1944 0.3506  C12 1.580, O14 1.452, H40 1.113, H41 1.124
14 O 3.7769 3.5844 0.3086  C13 1.452, C15 1.405
15 C 4.2727 4.1278 -0.8881  O14 1.405, C16 1.451, C20 1.443
16 C 3.6740 3.7947 -2.1675  C15 1.451, C17 1.441, H42 1.109
17 C 4.2133 4.3249 -3.3939  C16 1.441, C18 1.450, H43 1.109
18 C 5.3569 5.2151 -3.3550  C17 1.450, C19 1.445, H44 1.107
19 C 5.9335 5.5712 -2.0784  C18 1.445, C20 1.446, H45 1.111
20 C 5.3974 5.0303 -0.8491  C15 1.443, C19 1.446, H46 1.110
21 N 2.8613 0.1241 0.2205  C12 1.345, N22 1.320
22 N 1.8241 -0.5998 0.5986  C9 1.347, N21 1.320
23 H -6.3274 -0.6858 0.7350  C1 1.117
24 H -6.9132 -2.2433 1.3890  C1 1.126
25 H -7.6473 -1.6158 -0.1221  C1 1.115
26 H -6.1479 -3.2489 -1.0005  C2 1.118
27 H -4.9662 -1.7986 -0.9843  C2 1.116
28 H -4.4397 -2.6229 1.4882  C3 1.116
29 H -5.4740 -4.0445 1.1597  C3 1.127
30 H -3.8347 -4.3485 -1.0123  C4 1.128
31 H -3.6277 -5.2228 0.5347  C4 1.117
32 H -1.9717 -2.8436 -0.7346  C5 1.124
33 H -1.4151 -4.3856 -0.0357  C5 1.129
34 H -2.4392 -1.9853 1.6635  C6 1.125
35 H -1.8687 -3.5257 2.3752  C6 1.115
36 H 0.4903 -2.9189 1.7826  C7 1.114
37 H -0.0858 -2.2631 0.2079  C7 1.116
38 H -0.2215 -0.8861 2.9971  C8 1.125
39 H -1.2015 -0.2517 1.5607  C8 1.120
40 H 4.5893 1.8313 -0.6243  C13 1.113
41 H 4.9725 2.0345 1.1455  C13 1.124
42 H 2.7996 3.1133 -2.2044  C16 1.109
43 H 3.7811 4.0578 -4.3793  C17 1.109
44 H 5.8046 5.6371 -4.2758  C18 1.107
45 H 6.8107 6.2523 -2.0440  C19 1.111
46 H 5.8285 5.3025 0.1366  C20 1.110

Its largest force on an atom is 2.88 eV/A. Its total energy is -26022.083 eV. The spin multiplicity is 1. Its charge is 0. The value obtained for the frontier orbital gap is 8.3 eV. The SMILES is CCCCCCCCc1nnc(COc2ccccc2)nn1. The relative energy (zero: lowest compared OMol25 entry of this formula, charge and spin) comes out at 255.7 kJ/mol.

=====

Entry from OMol25: a cluster of 2 separate species, C6H9N in total (the ωB97M-V functional and the def2-TZVPD basis).

Each atom is followed by the atoms it is bonded to, with distances in Å.
Cartesian coordinates (Å):
1 C 2.6174 0.8692 1.2205  C2 1.312, H5 1.085, H6 1.088
2 C 2.0728 -0.0937 0.5143  C1 1.312, C3 1.274
3 C 1.5117 -1.0223 -0.1535  C2 1.274, C4 1.311
4 C 0.8660 -1.9431 -0.8273  C3 1.311, H7 1.089, H8 1.088
5 H 2.2310 1.8808 1.1467  C1 1.085
6 H 3.4450 0.7023 1.9073  C1 1.088
7 H 1.1390 -2.9966 -0.7944  C4 1.089
8 H -0.0140 -1.6548 -1.3975  C4 1.088
9 C -1.5798 0.1977 0.4899  C10 1.476, N11 1.462, H12 1.086, H13 1.089
10 C -1.5407 1.1582 -0.6301  C9 1.476, N11 1.461, H14 1.087, H15 1.088
11 N -1.9019 -0.2374 -0.8681  C9 1.462, C10 1.461, H16 1.015
12 H -0.6403 -0.1822 0.8801  C9 1.086
13 H -2.3930 0.2874 1.2080  C9 1.089
14 H -0.5821 1.4480 -1.0538  C10 1.087
15 H -2.3241 1.9123 -0.6595  C10 1.088
16 H -2.9068 -0.3257 -0.9825  N11 1.015

Its largest force on an atom is 0.33 eV/A. Its total energy is -7853.781 eV. The spin multiplicity is 1. Its charge is 0. The value obtained for the frontier orbital gap is 9.5 eV. The SMILES is C=C=C=C.C1CN1. The relative energy (zero: lowest compared OMol25 entry of this formula, charge and spin) comes out at 422.5 kJ/mol.